Record 1
{
  "formula": "C3H8NO2",
  "method": "ωB97M-V/def2-TZVPD",
  "symbols": ["N", "C", "C", "O", "C", "O", "H", "H", "H", "H", "H", "H", "H", "H"],
  "coordinates": [[1.532, 0.381, 0.142], [0.224, -0.091, 0.742], [-0.215, -1.260, -0.166], [0.508, -1.616, -1.059], [-0.806, 1.027, 0.751], [-1.388, 1.058, -0.536], [2.015, -0.424, -0.274], [1.285, 0.973, -0.653], [2.102, 0.889, 0.810], [0.451, -0.461, 1.734], [-1.158, -1.793, 0.003], [-0.317, 1.945, 1.064], [-1.566, 0.817, 1.501], [-2.304, 1.211, -0.477]],
  "e_above_lowest_kcal_mol": 37.2,
  "smiles": "[NH3+][C@H](C=O)CO",
  "total_charge": 1,
  "gap_ev": 11.436,
  "homo_ev": -15.12
}

***

Record 2
{
  "formula": "C40H37HfN2O8S3Te",
  "method": "ωB97M-V/def2-TZVPD",
  "symbols": ["Hf", "C", "C", "C", "C", "C", "O", "C", "C", "C", "C", "C", "C", "C", "O", "C", "C", "C", "N", "C", "C", "Te", "C", "C", "C", "C", "C", "C", "C", "C", "C", "C", "C", "C", "H", "H", "H", "H", "H", "H", "H", "H", "H", "H", "H", "H", "H", "H", "H", "H", "H", "H", "H", "H", "H", "H", "H", "H", "O", "S", "O", "O", "C", "C", "C", "C", "C", "C", "S", "O", "O", "O", "H", "H", "H", "H", "S", "C", "C", "C", "C", "C", "N", "H", "H", "H", "H", "H", "H", "H", "H", "H"],
  "coordinates": [[-0.054, -0.528, -0.066], [-3.593, 5.436, 1.902], [-2.739, 4.201, 1.819], [-2.549, 3.387, 2.916], [-1.779, 2.207, 2.807], [-1.568, 1.454, 4.058], [-2.390, 1.494, 4.977], [-0.256, 0.775, 4.294], [-0.126, -0.035, 5.421], [1.100, -0.582, 5.748], [2.206, -0.340, 4.940], [2.077, 0.444, 3.804], [0.852, 1.008, 3.487], [-1.231, 1.827, 1.585], [-0.665, 0.658, 1.453], [-1.291, 2.736, 0.463], [-2.115, 3.871, 0.620], [-0.570, 2.539, -0.752], [0.106, 1.424, -1.061], [0.876, 1.354, -2.282], [2.169, 2.155, -2.212], [3.500, 1.722, -3.836], [4.198, -0.014, -2.860], [3.507, -1.212, -2.996], [3.849, -2.306, -2.212], [4.890, -2.207, -1.303], [5.600, -1.026, -1.190], [5.255, 0.068, -1.963], [-0.598, 3.652, -1.734], [0.031, 4.866, -1.448], [0.047, 5.895, -2.368], [-0.568, 5.737, -3.606], [-1.209, 4.542, -3.899], [-1.230, 3.514, -2.971], [-4.002, 5.554, 2.905], [-4.429, 5.388, 1.202], [-3.021, 6.335, 1.662], [-2.989, 3.621, 3.873], [-0.998, -0.203, 6.038], [1.193, -1.215, 6.623], [3.160, -0.795, 5.174], [2.915, 0.589, 3.136], [0.757, 1.604, 2.590], [-2.264, 4.522, -0.232], [0.299, 1.671, -3.159], [1.125, 0.299, -2.458], [2.731, 1.895, -1.315], [1.986, 3.228, -2.223], [2.679, -1.289, -3.688], [3.269, -3.213, -2.290], [5.127, -3.045, -0.662], [6.399, -0.940, -0.464], [5.778, 1.008, -1.835], [0.510, 4.982, -0.484], [0.550, 6.823, -2.128], [-0.547, 6.538, -4.333], [-1.697, 4.409, -4.856], [-1.742, 2.587, -3.194], [0.622, -4.079, -2.672], [-0.100, -2.827, -2.702], [-0.065, -2.088, -3.938], [0.268, -1.986, -1.533], [-1.825, -3.330, -2.494], [-2.097, -4.538, -3.125], [-3.378, -5.072, -3.139], [-4.415, -4.397, -2.510], [-4.156, -3.194, -1.879], [-2.873, -2.658, -1.865], [-2.705, -1.101, -1.014], [-4.024, -0.562, -0.866], [-2.027, -1.431, 0.268], [-1.746, -0.311, -1.783], [-1.278, -5.062, -3.593], [-3.561, -6.014, -3.638], [-5.418, -4.804, -2.509], [-4.941, -2.640, -1.389], [2.362, 0.004, 0.493], [2.178, -1.590, 1.310], [1.828, -4.184, 1.995], [0.592, -3.307, 1.770], [-0.102, -3.030, 3.108], [-0.364, -4.050, 0.833], [0.934, -2.011, 1.178], [1.531, -5.075, 2.551], [2.593, -3.638, 2.542], [2.257, -4.491, 1.042], [-0.508, -3.947, 3.538], [-0.917, -2.317, 2.972], [0.610, -2.591, 3.811], [-0.599, -5.028, 1.265], [0.101, -4.214, -0.141], [-1.299, -3.507, 0.697]],
  "multiplicity": 2,
  "total_charge": -2,
  "gap_ev": [3.734, 4.988],
  "homo_ev": [0.00, -1.26]
}

***

Record 3
{
  "formula": "C3H9NO2",
  "method": "ωB97M-V/def2-TZVPD",
  "symbols": ["C", "C", "N", "O", "H", "H", "H", "H", "H", "C", "O", "H", "H", "H", "H"],
  "coordinates": [[1.764, -1.038, 0.697], [1.054, 0.276, 0.456], [1.549, 1.142, -0.485], [0.015, 0.482, 0.911], [1.820, -1.324, 1.588], [2.809, -0.942, 0.294], [1.436, -1.815, 0.009], [1.264, 2.036, -0.516], [2.528, 0.913, -0.757], [-2.167, 0.270, -0.215], [-3.422, -0.113, -0.654], [-2.004, 1.332, 0.094], [-1.792, -0.446, 0.586], [-1.419, 0.153, -0.974], [-3.436, -0.925, -1.033]],
  "e_above_lowest_kcal_mol": 60.0,
  "smiles": "CC(N)=O.CO",
  "total_charge": 0,
  "gap_ev": 10.180,
  "homo_ev": -9.44
}